# 1
C4H11N2O | the ωB97M-V functional and the def2-TZVPD basis

The geometry in XYZ format:
```
18
Properties=species:S:1:pos:R:3
N -1.422 0.997 1.796
C -0.214 0.388 1.177
C -0.574 -0.440 -0.065
N -1.322 -1.606 0.398
C 0.753 -0.794 -0.746
C 1.329 0.302 -1.656
O 1.647 1.427 -0.924
H -2.157 0.294 1.816
H -1.754 1.745 1.181
H 0.470 1.237 0.837
H 0.236 -0.377 1.818
H -1.133 0.104 -0.851
H -1.513 -2.229 -0.375
H -0.691 -2.009 1.089
H 0.620 -1.704 -1.380
H 1.558 -1.128 -0.052
H 0.589 0.523 -2.443
H 2.280 -0.089 -2.155
```

2S+1 ... 1
SMILES ... NC[C@H](N)CC[O-]
Relative energy (zero: lowest compared OMol25 entry of this formula, charge and spin) ... 25.10 kcal per mole
Net charge ... -1
Orbital gap ... 6.6 eV
Highest occupied orbital energy ... -2.3 eV

---

# 2
C4H11N2O | the ωB97M-V functional and the def2-TZVPD basis

The geometry in XYZ format:
```
18
Properties=species:S:1:pos:R:3
C -3.018 -0.131 -0.218
N -1.694 0.481 -0.207
C -0.683 -0.420 -0.814
C 0.346 -1.009 0.105
N 0.926 -0.049 1.070
C 1.781 0.977 0.326
O 2.800 0.381 -0.307
H -3.570 0.177 0.672
H -3.066 -1.240 -0.196
H -3.553 0.023 -1.140
H -1.446 0.517 0.780
H -1.154 -1.173 -1.462
H -0.092 0.169 -1.537
H -0.132 -1.744 0.782
H 1.172 -1.411 -0.490
H 1.624 -0.556 1.600
H 2.119 1.730 1.081
H 1.024 1.476 -0.348
```

2S+1 ... 1
SMILES ... CNCCNC[O-]
Relative energy (zero: lowest compared OMol25 entry of this formula, charge and spin) ... 34.60 kcal per mole
Net charge ... -1
Orbital gap ... 6.2 eV
Highest occupied orbital energy ... -2.4 eV

---

Largest force on an atom, record by record: 2.4, 2.2 eV Å⁻¹